C8H16BeN4S5Sb as an isolated structure. Source: the Open Molecules 2025 dataset; level of theory: ωB97M-V with the def2-TZVPD basis set.

Geometry (Å):
1 Be -0.19342 0.98651 -1.16342
2 S -0.37791 -0.35185 3.25387
3 Sb -0.57858 1.31506 1.72738
4 S 1.28323 1.42754 0.21746
5 S -1.98801 0.69164 -0.11253
6 S -1.10442 3.41261 2.50096
7 C 0.92430 5.27343 -0.11381
8 N 0.71895 4.46505 -1.30489
9 C -0.36744 3.71521 -1.49053
10 N -1.41639 3.88445 -0.69926
11 S -0.36314 2.53296 -2.74798
12 H 1.91406 5.71976 -0.16999
13 H 0.84748 4.66743 0.79222
14 H 0.18262 6.07307 -0.06904
15 H 1.52585 4.13764 -1.80783
16 H -1.27208 4.17219 0.27579
17 H -2.11380 3.15145 -0.77210
18 N 0.22330 -0.50630 -1.98861
19 C 0.32254 -1.59371 -1.60666
20 N 0.41228 -2.84443 -1.23095
21 C 1.54734 -3.17428 -0.33080
22 C 1.17114 -2.93413 1.11873
23 C -0.11561 -3.66142 1.48363
24 C -1.24963 -3.25390 0.54521
25 C -0.86223 -3.51527 -0.90497
26 H 2.39423 -2.55644 -0.62663
27 H 1.79440 -4.22263 -0.52347
28 H 1.05326 -1.86388 1.29926
29 H 1.99687 -3.25064 1.75986
30 H -0.38311 -3.42834 2.51479
31 H 0.03528 -4.74853 1.42185
32 H -1.46057 -2.18601 0.66826
33 H -2.16597 -3.80377 0.77472
34 H -1.61796 -3.14785 -1.59845
35 H -0.71689 -4.58263 -1.09207

The multiplicity is 1. As for the orbital gap: 7.0 eV. The total charge is -1. The highest occupied orbital energy is -4.4348 eV. The total energy comes out at -75639.2328 eV.


A 2-piece molecular cluster, C8H16BrNS overall at a distorted geometry. Source: the Open Molecules 2025 dataset; level of theory: ωB97M-V with the def2-TZVPD basis set.

Geometry (Å):
1 C -1.23165 -0.74728 1.26532
2 C -0.32941 -1.67322 0.64965
3 S 0.74579 -2.42516 1.67852
4 C -0.45068 -2.09724 -0.73343
5 C -1.74258 -2.94972 -0.90859
6 C -0.66018 -0.96526 -1.70819
7 H -2.17269 -0.71570 0.74384
8 H -1.37472 -0.94300 2.25146
9 H -0.87353 0.35305 1.17108
10 H 0.48792 -2.71310 -1.03704
11 H -1.60932 -3.43362 -1.88592
12 H -2.52434 -2.34788 -0.63895
13 H -1.70216 -3.88263 -0.24174
14 H -0.88347 -1.40445 -2.63303
15 H 0.19863 -0.24292 -1.79218
16 H -1.55122 -0.42235 -1.40887
17 C 2.35262 3.38465 0.57192
18 C 1.58451 2.06707 0.32316
19 N 1.84784 1.28249 1.46585
20 C 2.52830 0.27176 1.37603
21 Br 3.38284 -0.39348 -0.36039
22 H 2.06273 4.10955 -0.31177
23 H 2.01158 3.76509 1.50054
24 H 3.44709 3.14957 0.50375
25 H 1.98000 1.44025 -0.47361
26 H 0.48257 2.38254 0.31429
27 H 2.95129 -0.23157 2.32263

The multiplicity is 1. As for the orbital gap (alpha / beta): 8.3 / 8.3 eV. The highest occupied orbital energy (alpha / beta) is -8.3528 / -8.3526 eV. The energy relative to the best compared isomer or geometry (same formula, charge and spin) is 11.7 kcal/mol. The total energy comes out at -90920.9290 eV. Its structure (SMILES) is CC(=S)C(C)C.CC/N=C\Br.


C8H16ClIN2OPTi as an isolated structure at a distorted geometry. Source: the Open Molecules 2025 dataset; level of theory: ωB97M-V with the def2-TZVPD basis set.

Geometry (Å):
1 C 3.78558 0.27310 2.46711
2 I 2.02551 0.62829 1.08012
3 H 4.33455 -0.59803 2.10932
4 H 3.34954 0.13287 3.45712
5 H 4.37939 1.19232 2.39409
6 Ti -0.06558 -0.47285 0.08979
7 P 0.00625 1.19424 -1.81102
8 C -0.24130 2.98975 -1.57910
9 C 1.72049 1.06987 -2.44080
10 H -0.96182 -0.29778 -3.42618
11 H -0.73511 1.36434 -4.10759
12 H -2.09406 1.02088 -2.97300
13 C -1.05236 0.77929 -3.22826
14 H 1.92546 0.03013 -2.72753
15 H 1.83579 1.73296 -3.30932
16 H 0.09072 3.53551 -2.47398
17 H 0.33779 3.34873 -0.71600
18 H 2.43233 1.36512 -1.65545
19 H -1.30434 3.20509 -1.40605
20 C -1.49920 1.05035 0.56093
21 O -1.96225 1.98480 1.09112
22 Cl 0.38887 -2.05914 -1.42848
23 N -2.74344 -2.99789 2.14104
24 C -1.72744 -3.10720 3.09064
25 C -0.70933 -2.30383 2.66031
26 N -1.09509 -1.71195 1.45791
27 C -2.33049 -2.14493 1.17682
28 H -3.63939 -3.47965 2.16567
29 H -1.80225 -3.72530 3.96472
30 H 0.26780 -2.10320 3.07567
31 H -2.91662 -1.89590 0.30037

The multiplicity is 1. As for the orbital gap: 5.9 eV. The total charge is +3. The highest occupied orbital energy is -19.5066 eV. The energy relative to the best compared isomer or geometry (same formula, charge and spin) is 0.0 kcal/mol. The total energy comes out at -66581.8159 eV.


One molecule with the formula C8H16ClN at a distorted geometry. Source: the Open Molecules 2025 dataset; level of theory: ωB97M-V with the def2-TZVPD basis set.

Geometry (Å):
1 C 0.62595 0.06472 0.21635
2 C -0.34783 0.26418 -0.93659
3 C 3.12679 0.24591 -0.39242
4 C 0.08922 -0.13558 2.66953
5 C -1.95385 -0.98069 -2.18569
6 C -2.67248 0.54243 -0.36656
7 C 1.90014 0.87173 0.25589
8 C 0.37257 -0.79991 1.34497
9 N -1.62436 -0.26347 -0.96542
10 Cl 0.26404 1.17240 -2.27567
11 H 4.10488 0.73004 -0.23984
12 H 3.14675 0.32168 -1.41613
13 H 3.09452 -0.77373 -0.14722
14 H 0.04477 -0.87117 3.37576
15 H -0.99241 0.28703 2.69404
16 H 0.77692 0.55373 3.01827
17 H -2.23246 -0.12919 -2.85010
18 H -1.23302 -1.34664 -2.85883
19 H -2.65560 -1.87258 -2.09541
20 H -2.17348 0.98963 0.43898
21 H -3.07006 1.28974 -1.03016
22 H -3.40738 -0.11874 0.02262
23 H 1.80896 1.82280 -0.21197
24 H 2.15122 0.92383 1.39992
25 H 1.35619 -1.34917 1.38597
26 H -0.49999 -1.43897 1.14970

The multiplicity is 3. As for the orbital gap (alpha / beta): 6.2 / 8.0 eV. The highest occupied orbital energy (alpha / beta) is -5.2711 / -8.9143 eV. The total energy comes out at -22562.5398 eV.


One molecule with the formula C8H16ClO3PS at a distorted geometry. Source: the Open Molecules 2025 dataset; level of theory: ωB97M-V with the def2-TZVPD basis set.

Geometry (Å):
1 C 4.73852 1.30337 0.24944
2 C 3.46605 1.83990 0.84241
3 O 2.48503 0.82063 0.57398
4 P 0.94895 1.35448 0.70644
5 S 0.31704 2.36975 -0.87077
6 O 0.89362 2.42063 1.93984
7 C -0.30401 2.38158 2.71156
8 C -1.20814 3.56927 2.32573
9 O -0.03156 0.07788 0.98488
10 C -0.53639 -0.53564 -0.19389
11 C -1.14682 -1.83337 0.29014
12 C -1.47819 -2.95655 -0.48980
13 C -1.17882 -2.93075 -1.94456
14 Cl -2.21742 -4.35673 0.27061
15 H 5.06252 0.41897 0.83969
16 H 4.53674 0.95318 -0.77232
17 H 5.53868 2.05873 0.28887
18 H 3.19638 2.81545 0.39979
19 H 3.58277 2.00088 1.94919
20 H -0.89253 1.48105 2.77113
21 H 0.06431 2.53079 3.72888
22 H -2.13239 3.65276 2.93658
23 H -1.52237 3.40167 1.30884
24 H -0.64402 4.52422 2.39382
25 H -1.31241 0.04923 -0.72200
26 H 0.30123 -0.78175 -0.91876
27 H -1.27926 -1.93202 1.38375
28 H -0.37449 -3.60894 -2.23642
29 H -0.94016 -1.95634 -2.35040
30 H -2.05754 -3.25702 -2.52133

The multiplicity is 1. As for the orbital gap: 9.3 eV. The highest occupied orbital energy is -8.5756 eV. The energy relative to the best compared isomer or geometry (same formula, charge and spin) is 1.8 kcal/mol. The total energy comes out at -47345.2630 eV. Its structure (SMILES) is CCOP(=S)(OCC)OC/C=C(\C)Cl.


C8H16CoINO4S5 as an isolated structure at a distorted geometry. Source: the Open Molecules 2025 dataset; level of theory: ωB97M-V with the def2-TZVPD basis set.

Geometry (Å):
1 Co 0.91316 0.03554 0.03835
2 C -0.66847 1.60930 2.64249
3 C -0.49632 2.54507 1.46666
4 S -0.56278 1.74432 -0.15151
5 C -2.20364 0.94162 -0.14966
6 C -2.17785 -0.53043 -0.53785
7 S -0.91845 -1.52918 0.30407
8 C -1.54419 -1.49514 2.00180
9 C -0.42828 -1.17526 2.97740
10 S 0.56346 0.27417 2.56000
11 H -1.67047 1.18736 2.69458
12 H -0.50899 2.16919 3.56401
13 H 0.49738 2.99868 1.47956
14 H -1.22697 3.35440 1.47651
15 H -2.82909 1.49401 -0.85026
16 H -2.63288 1.07755 0.84152
17 H -1.97339 -0.65478 -1.59624
18 H -3.14985 -0.97914 -0.32949
19 H -1.96673 -2.47351 2.22949
20 H -2.35574 -0.77145 2.05942
21 H 0.30307 -1.98482 3.01087
22 H -0.82437 -1.06149 3.98697
23 O 4.77361 -0.42730 -0.04917
24 S 3.44591 -0.04266 0.28047
25 O 2.41217 -1.16637 -0.03524
26 O 3.17156 0.50472 1.58045
27 S 2.49510 1.29110 -0.97408
28 N 2.03263 -1.52106 -2.71233
29 C 0.94356 -0.79822 -2.79957
30 O 0.33408 -0.33010 -1.79531
31 C 0.36566 -0.51443 -4.14740
32 I 0.91529 1.46476 -4.71765
33 H 2.45786 -1.65396 -1.79309
34 H 2.50015 -1.84851 -3.54135
35 H -0.71788 -0.53970 -4.10486
36 H 0.73166 -1.19429 -4.90958

The multiplicity is 1. As for the orbital gap (alpha / beta): 7.3 / 7.4 eV. The total charge is +1. The highest occupied orbital energy (alpha / beta) is -11.8651 / -11.8875 eV. The energy relative to the best compared isomer or geometry (same formula, charge and spin) is 22.9 kcal/mol. The total energy comes out at -118134.2860 eV.


- Among the records above, which one has the highest multiplicity?
  C8H16ClN


- Which of these has the lowest total energy?
  C8H16CoINO4S5